# 1
C9H24KO11 as an isolated structure, computed with the ωB97M-V functional and the def2-TZVPD basis.

Each line ends with the natural charge from an NBO analysis.
Positions of all 45 atoms, in Å:
1 K -0.233 -0.657 -0.183  0.936
2 C -0.736 -2.866 2.260  0.903
3 O -0.983 -3.196 1.073  -0.987
4 O -1.553 -2.985 3.150  -0.858
5 O 0.443 -2.523 2.458  -0.945
6 C -3.799 -0.199 -1.250  -0.093
7 C -3.590 1.024 -0.326  -0.072
8 O -2.635 0.710 0.667  -0.756
9 O -2.585 -0.528 -1.882  -0.728
10 H -4.536 0.125 -1.985  0.152
11 H -4.189 -1.019 -0.646  0.184
12 H -4.525 1.412 0.076  0.174
13 H -3.205 1.853 -0.920  0.173
14 H -2.993 0.159 1.367  0.506
15 H -2.809 -1.199 -2.532  0.480
16 C 2.987 1.049 -0.410  -0.109
17 C 2.292 1.663 -1.618  -0.076
18 O 1.141 1.010 -1.945  -0.719
19 O 3.670 -0.190 -0.733  -0.758
20 H 2.495 0.906 0.552  0.202
21 H 3.837 1.683 -0.159  0.172
22 H 2.932 1.728 -2.499  0.166
23 H 1.995 2.678 -1.355  0.141
24 H 0.610 1.741 -2.270  0.468
25 H 3.099 -0.935 -0.532  0.500
26 C -1.337 4.221 1.058  -0.088
27 C -0.485 3.531 -0.058  -0.089
28 O -0.241 2.263 0.424  -0.743
29 O -2.571 3.550 1.303  -0.742
30 H -1.566 5.266 0.848  0.155
31 H -0.775 4.147 1.989  0.170
32 H 0.493 3.991 -0.197  0.192
33 H -1.194 3.462 -0.883  0.157
34 H -1.083 1.985 0.792  0.503
35 H -3.007 3.930 2.069  0.480
36 C 3.072 -3.162 0.080  -0.093
37 C 2.489 -4.548 -0.127  -0.084
38 O 1.710 -5.074 0.950  -0.738
39 O 2.094 -2.189 0.309  -0.816
40 H 3.685 -2.911 -0.786  0.159
41 H 3.809 -3.239 0.879  0.160
42 H 3.262 -5.310 -0.230  0.160
43 H 1.853 -4.552 -1.013  0.149
44 H 1.022 -4.422 1.104  0.513
45 H 1.639 -2.381 1.132  0.538

Cartesian forces (eV/Å) of the 3 atoms listed first:
-0.042 -0.946 0.584
-0.096 -1.143 -0.892
-1.473 -0.491 -4.541

- HOMO energy: -0.0598 Ha
- Energy above the lowest of the compared OMol25 structures with the same formula, charge and spin: 174.8 kJ/mol
- E_tot: -1784.88206 a.u.
- Frontier orbital gap: 3.3 eV
- Total charge: -1
- F_max: 0.114 hartree/bohr

***

# 2
C9H25AgBrN2O3 as an isolated structure, computed with the ωB97M-V functional and the def2-TZVPD basis.

Each line ends with the natural charge from an NBO analysis.
Positions of all 41 atoms, in Å:
1 Ag 0.164 -0.325 1.156  0.808
2 C -2.517 1.445 1.339  -0.242
3 O -1.310 1.566 2.074  -0.985
4 H -3.274 0.788 1.767  0.101
5 H -2.891 2.463 1.227  0.124
6 H -2.295 0.940 0.399  0.090
7 Br 1.525 -0.848 3.614  -0.927
8 C 0.434 1.271 -2.062  -0.619
9 C 1.568 1.958 -1.272  -0.071
10 C 1.316 3.471 -0.996  -0.075
11 O 2.436 4.253 -0.569  -0.537
12 C 3.390 4.537 -1.586  -0.252
13 N 1.940 1.197 -0.137  -0.808
14 H 0.633 0.208 -2.202  0.202
15 H 0.330 1.836 -2.988  0.199
16 H -0.554 1.342 -1.608  0.228
17 H 2.456 1.786 -1.881  0.148
18 H 0.548 3.633 -0.239  0.230
19 H 0.950 3.959 -1.900  0.153
20 H 3.843 3.604 -1.923  0.158
21 H 4.195 5.065 -1.074  0.191
22 H 3.011 5.077 -2.454  0.161
23 H 2.768 1.693 0.162  0.360
24 H 2.432 0.385 -0.481  0.345
25 C -1.033 -4.056 -1.054  -0.626
26 C -1.045 -2.663 -0.426  -0.073
27 C -1.937 -2.649 0.878  -0.085
28 O -1.278 -3.084 2.102  -0.556
29 C -1.933 -2.704 3.273  -0.249
30 N 0.364 -2.351 -0.143  -0.843
31 H -0.520 -4.726 -0.364  0.204
32 H -0.334 -4.043 -1.890  0.188
33 H -1.950 -4.515 -1.425  0.210
34 H -1.389 -1.941 -1.167  0.195
35 H -2.790 -3.322 0.790  0.164
36 H -2.381 -1.654 0.869  0.199
37 H -2.868 -3.246 3.130  0.140
38 H -1.970 -1.621 3.386  0.212
39 H -1.487 -3.024 4.215  0.203
40 H 0.904 -2.545 -0.974  0.354
41 H 0.550 -3.160 0.434  0.378

Cartesian forces (eV/Å) of the 3 atoms listed first:
0.087 1.017 1.292
2.397 0.193 1.038
-0.415 -1.348 -0.952

- HOMO energy: -0.1166 Ha
- Energy above the lowest of the compared OMol25 structures with the same formula, charge and spin: 220.7 kJ/mol
- E_tot: -3414.05034 a.u.
- Frontier orbital gap: 5.8 eV
- Total charge: -1
- F_max: 0.059 hartree/bohr

***

# 3
C9H25B3ClIO11P2 as an isolated structure, computed with the ωB97M-V functional and the def2-TZVPD basis.

Each line ends with the natural charge from an NBO analysis.
Positions of all 52 atoms, in Å:
1 C -0.728 3.996 0.364  -0.641
2 C -0.614 2.638 -0.297  -0.119
3 Cl 0.909 1.882 0.370  -0.110
4 C -1.754 1.664 0.018  -0.831
5 B -3.197 2.245 -0.094  1.196
6 O -3.580 3.233 -0.991  -0.887
7 B -4.506 4.133 -0.510  0.985
8 O -5.321 3.823 0.574  -0.895
9 B -4.776 2.831 1.351  0.931
10 I -4.694 2.983 3.484  -0.049
11 O -4.210 1.746 0.733  -0.897
12 H -1.639 4.529 0.099  0.215
13 H -0.609 3.944 1.444  0.226
14 H 0.099 4.613 0.008  0.227
15 H -0.420 2.708 -1.362  0.220
16 H -1.577 1.165 0.968  0.263
17 H -1.699 0.862 -0.730  0.268
18 H -4.658 5.196 -1.012  -0.094
19 C -0.174 -3.450 5.940  -0.256
20 O -0.583 -2.620 4.834  -0.777
21 P -0.150 -3.082 3.356  2.517
22 O 1.285 -3.395 3.386  -1.103
23 O -0.517 -1.659 2.699  -0.839
24 C 0.363 -0.555 2.923  -0.261
25 O -0.764 -3.933 2.140  -0.754
26 C -2.197 -3.986 1.978  -0.266
27 H -0.835 -3.232 6.775  0.192
28 H -0.241 -4.509 5.697  0.185
29 H 0.849 -3.202 6.213  0.203
30 H 1.370 -0.887 3.176  0.202
31 H -0.027 0.070 3.729  0.175
32 H 0.396 0.026 2.005  0.196
33 H -2.596 -2.991 1.779  0.196
34 H -2.675 -4.408 2.862  0.180
35 H -2.404 -4.630 1.128  0.202
36 C 2.485 -2.476 -2.465  -0.256
37 O 3.299 -1.499 -3.148  -0.778
38 P 2.549 -0.406 -4.056  2.519
39 O 1.600 -1.116 -4.926  -1.105
40 O 3.908 0.063 -4.782  -0.835
41 C 4.476 -0.788 -5.776  -0.251
42 O 1.977 1.084 -3.898  -0.758
43 C 2.593 1.965 -2.932  -0.269
44 H 3.070 -2.868 -1.638  0.197
45 H 1.568 -2.038 -2.078  0.186
46 H 2.243 -3.282 -3.154  0.200
47 H 3.726 -1.450 -6.208  0.203
48 H 5.282 -1.380 -5.341  0.177
49 H 4.884 -0.151 -6.559  0.187
50 H 3.635 2.152 -3.193  0.196
51 H 2.528 1.535 -1.935  0.192
52 H 2.050 2.906 -2.946  0.194

Cartesian forces (eV/Å) of the 3 atoms listed first:
0.586 0.423 -0.298
-0.015 -0.339 0.757
0.136 0.151 -0.337

- HOMO energy: -0.3715 Ha
- E_tot: -2701.11808 a.u.
- Frontier orbital gap: 10.3 eV
- Total charge: 0
- F_max: 0.094 hartree/bohr

***

# 4
A 2-piece molecular cluster, C9H25BO6P overall, computed with the ωB97M-V functional and the def2-TZVPD basis.

Each line ends with the natural charge from an NBO analysis.
Positions of all 42 atoms, in Å:
1 C 1.719 4.723 -0.649  -0.461
2 C 1.616 3.566 -0.010  -0.115
3 C 0.979 2.290 -0.490  -0.767
4 P -0.584 2.377 -1.619  0.830
5 O -1.365 3.470 -0.446  -1.047
6 B -2.349 4.258 -0.936  1.247
7 O -3.531 4.370 -0.225  -0.922
8 O -2.265 5.023 -2.082  -0.921
9 H 0.921 5.148 -1.235  0.188
10 H 2.623 5.318 -0.591  0.171
11 H 2.092 3.515 0.972  0.160
12 H 0.642 1.769 0.413  0.202
13 H 1.724 1.634 -0.933  0.209
14 H -1.144 1.218 -0.918  -0.183
15 H -1.769 2.359 -2.480  -0.176
16 H -0.062 3.465 -2.426  -0.195
17 H 0.066 1.451 -2.565  -0.184
18 H -3.544 3.664 0.435  0.482
19 H -1.335 5.260 -2.205  0.487
20 C 2.975 -3.224 -0.656  -0.246
21 O 2.008 -3.141 0.363  -0.549
22 C 2.038 -1.890 1.037  -0.096
23 C 0.698 -1.575 1.667  -0.084
24 O -0.278 -1.123 0.747  -0.521
25 C -0.829 -2.066 -0.153  -0.094
26 C -1.784 -3.049 0.489  -0.094
27 O -1.086 -4.065 1.201  -0.549
28 C -1.824 -4.568 2.287  -0.244
29 H 3.989 -3.205 -0.238  0.157
30 H 2.826 -4.167 -1.181  0.185
31 H 2.857 -2.405 -1.375  0.173
32 H 2.303 -1.086 0.342  0.187
33 H 2.802 -1.951 1.825  0.160
34 H 0.850 -0.735 2.349  0.190
35 H 0.329 -2.413 2.263  0.178
36 H -0.050 -2.579 -0.720  0.185
37 H -1.401 -1.466 -0.865  0.211
38 H -2.379 -3.539 -0.294  0.167
39 H -2.457 -2.504 1.161  0.174
40 H -2.092 -3.765 2.984  0.163
41 H -1.196 -5.285 2.814  0.185
42 H -2.734 -5.078 1.944  0.159

Cartesian forces (eV/Å) of the 3 atoms listed first:
0.026 0.860 -0.194
0.265 -0.902 -0.020
-1.479 0.874 1.269

- HOMO energy: -0.1213 Ha
- E_tot: -1175.53992 a.u.
- Frontier orbital gap: 6.1 eV
- Total charge: -1
- F_max: 0.042 hartree/bohr

***

# 5
C9H25Cl2NSSi2 as an isolated structure, computed with the ωB97M-V functional and the def2-TZVPD basis.

Each line ends with the natural charge from an NBO analysis.
Positions of all 40 atoms, in Å:
1 C -0.936 3.464 -1.480  -0.642
2 C -2.303 3.041 -1.962  -0.239
3 Cl -2.229 2.630 -3.695  -0.013
4 C -3.429 4.074 -1.806  -0.328
5 S -5.028 3.146 -1.709  0.429
6 Cl -3.300 5.090 -0.394  0.080
7 H -0.299 2.586 -1.561  0.273
8 H -0.497 4.234 -2.106  0.230
9 H -0.926 3.753 -0.436  0.245
10 H -2.582 2.135 -1.429  0.243
11 H -3.506 4.676 -2.704  0.269
12 H -4.955 2.693 -0.439  0.217
13 H -4.709 2.068 -2.467  0.225
14 C 1.431 -4.578 2.157  -1.115
15 Si 1.822 -2.830 1.553  1.824
16 C 3.351 -2.963 0.445  -1.132
17 C 2.319 -1.825 3.080  -1.132
18 N 0.458 -2.232 0.761  -1.729
19 Si 0.345 -0.720 0.065  1.830
20 C 1.567 -0.416 -1.350  -1.133
21 C 0.530 0.718 1.289  -1.131
22 C -1.391 -0.554 -0.681  -1.110
23 H 2.285 -5.015 2.687  0.205
24 H 0.579 -4.564 2.839  0.222
25 H 1.187 -5.226 1.312  0.223
26 H 4.128 -3.574 0.920  0.214
27 H 3.790 -1.983 0.245  0.214
28 H 3.093 -3.429 -0.508  0.226
29 H 1.445 -1.612 3.699  0.223
30 H 2.788 -0.877 2.803  0.213
31 H 3.040 -2.376 3.695  0.214
32 H 2.580 -0.262 -0.975  0.228
33 H 1.296 0.479 -1.931  0.187
34 H 1.575 -1.266 -2.034  0.234
35 H -0.079 0.542 2.178  0.229
36 H 0.208 1.672 0.842  0.177
37 H 1.568 0.845 1.601  0.230
38 H -2.152 -0.664 0.096  0.220
39 H -1.559 -1.317 -1.444  0.234
40 H -1.509 0.438 -1.154  0.146

Cartesian forces (eV/Å) of the 3 atoms listed first:
0.325 -0.247 -0.211
0.275 0.082 0.384
-0.304 -0.194 -0.074

- HOMO energy: -0.2023 Ha
- E_tot: -2310.13620 a.u.
- Frontier orbital gap: 3.1 eV
- Total charge: 0
- F_max: 0.033 hartree/bohr

***

# 6
C9H25ClErIN2O2P2 as an isolated structure, computed with the ωB97M-V functional and the def2-TZVPD basis.

Each line ends with the natural charge from an NBO analysis.
Positions of all 43 atoms, in Å:
1 C 0.062 1.299 -3.943  -0.745
2 C 0.048 0.250 -2.907  0.602
3 H 0.097 2.289 -3.492  0.253
4 H -0.875 1.215 -4.520  0.288
5 H 0.944 1.181 -4.598  0.287
6 O -0.029 0.541 -1.666  -0.725
7 I 0.239 -2.586 -0.592  -0.494
8 Er -0.104 0.125 0.615  1.794
9 P 2.611 -0.477 -0.201  0.787
10 C 3.465 0.777 0.833  -0.961
11 C 3.803 -1.859 -0.094  -0.920
12 H 4.797 -1.494 -0.394  0.248
13 H 4.229 0.028 -1.900  0.258
14 H 3.503 -2.661 -0.780  0.268
15 H 2.683 -0.453 -2.652  0.242
16 H 3.169 0.667 1.889  0.225
17 H 3.863 -2.257 0.927  0.252
18 C 3.138 0.126 -1.844  -0.933
19 H 4.549 0.609 0.732  0.257
20 H 2.873 1.181 -1.962  0.236
21 H 3.203 1.785 0.470  0.240
22 P -2.664 -0.463 -0.249  0.762
23 C -3.496 0.748 0.850  -0.951
24 C -3.229 0.149 -1.878  -0.925
25 H -3.314 -2.718 -0.771  0.271
26 H -4.747 -1.692 -0.450  0.255
27 H -3.758 -2.310 0.913  0.258
28 C -3.727 -1.937 -0.119  -0.920
29 H -2.833 -0.478 -2.684  0.250
30 H -4.327 0.107 -1.894  0.260
31 H -4.560 0.779 0.572  0.264
32 H -3.055 1.746 0.703  0.233
33 H -2.912 1.186 -2.043  0.241
34 H -3.393 0.449 1.905  0.245
35 Cl 0.055 -1.334 -3.561  0.135
36 N 0.681 -0.227 4.331  -0.768
37 C -0.119 0.745 3.874  0.824
38 N -0.682 1.562 4.774  -0.757
39 O -0.314 0.887 2.602  -0.865
40 H 0.844 -0.352 5.323  0.436
41 H 1.050 -0.880 3.644  0.422
42 H -1.245 2.334 4.467  0.438
43 H -0.523 1.411 5.770  0.431

Cartesian forces (eV/Å) of the 3 atoms listed first:
0.172 0.584 -0.165
-0.421 0.998 2.722
-0.009 -0.060 0.086

- HOMO energy (alpha / beta): -0.5018 / -0.5022 Ha
- 2S+1: 4
- E_tot: -3073.17604 a.u.
- Frontier orbital gap (alpha / beta): 7.0 / 7.1 eV
- ⟨S²⟩: 3.7534
- Total charge: +2
- F_max: 0.063 hartree/bohr

***

Look up the E_tot of the first one. -1784.88206 a.u.